#w
55
Properties=species:S:1:pos:R:3 method="wB97M-V/def2-TZVPD" gap_ev="5.8 / 5.8" charge=-1 homo_energy_ev="-3.20 / -3.16"
Ti -0.68 -0.52 0.01
N -1.90 1.17 3.92
C -1.57 0.94 2.60
S 0.07 0.49 2.23
N -2.48 1.14 1.71
N -2.12 0.76 0.45
C -2.90 1.17 -0.54
C -2.46 0.85 -1.82
C -3.00 1.40 -3.01
C -2.40 1.15 -4.21
C -1.27 0.30 -4.23
C -0.81 -0.25 -3.07
N -1.37 0.00 -1.85
H -1.26 0.72 4.56
H -2.87 0.97 4.12
H -3.79 1.76 -0.36
H -3.87 2.04 -2.93
H -2.79 1.59 -5.12
H -0.77 0.05 -5.16
H 0.03 -0.93 -3.07
C 2.91 -1.78 2.85
O 2.44 -1.50 1.55
C 3.19 -0.49 0.93
C 2.82 -0.38 -0.54
O 1.54 0.21 -0.85
C 1.68 1.46 -1.53
C 1.41 2.68 -0.66
O 0.03 2.79 -0.49
C -0.32 3.88 0.32
H 3.92 -2.22 2.80
H 2.94 -0.87 3.45
H 2.22 -2.48 3.31
H 3.04 0.46 1.45
H 4.25 -0.76 0.98
H 3.59 0.22 -1.02
H 2.84 -1.38 -0.98
H 2.69 1.53 -1.94
H 0.96 1.47 -2.36
H 1.92 2.56 0.31
H 1.80 3.58 -1.15
H -0.01 4.83 -0.15
H -1.41 3.87 0.41
H 0.13 3.80 1.31
N -0.12 -3.65 1.20
C -1.21 -2.96 1.66
N -1.89 -3.31 2.73
N -2.92 -2.45 2.76
N -2.87 -1.63 1.78
N -1.76 -1.90 1.04
C 0.42 -3.39 -0.02
N 1.29 -4.18 -0.63
N 1.55 -3.54 -1.79
N 0.90 -2.44 -1.86
N 0.14 -2.29 -0.74
H 0.09 -4.54 1.63


#x
55
Properties=species:S:1:pos:R:3 method="wB97M-V/def2-TZVPD" gap_ev="5.6 / 5.7" charge=-1 homo_energy_ev="-3.08 / -3.19"
Ti -0.58 -0.60 0.21
N 0.00 -4.84 -1.42
C -0.02 -3.62 -0.77
S -0.48 -2.22 -1.70
N 0.32 -3.59 0.47
N 0.31 -2.30 0.99
C 1.06 -2.19 2.08
C 1.04 -0.95 2.72
C 1.74 -0.65 3.92
C 1.54 0.55 4.54
C 0.60 1.46 3.98
C 0.00 1.13 2.80
N 0.24 0.00 2.11
H -0.66 -4.90 -2.18
H -0.04 -5.63 -0.79
H 1.58 -3.06 2.46
H 2.41 -1.39 4.33
H 2.06 0.79 5.46
H 0.36 2.39 4.48
H -0.71 1.81 2.34
C 1.23 0.78 -4.37
O 1.34 0.48 -3.00
C 2.63 0.12 -2.62
C 2.57 -0.56 -1.25
O 1.69 0.07 -0.33
C 2.04 1.38 0.08
C 0.97 2.35 -0.36
O -0.29 1.82 0.00
C -1.34 2.75 -0.28
H 1.50 -0.10 -4.98
H 0.18 1.02 -4.55
H 1.88 1.62 -4.65
H 3.06 -0.61 -3.32
H 3.30 0.99 -2.61
H 2.20 -1.58 -1.35
H 3.58 -0.58 -0.81
H 2.13 1.37 1.17
H 3.00 1.67 -0.34
H 1.12 3.31 0.15
H 0.99 2.51 -1.44
H -1.08 3.72 0.15
H -1.49 2.84 -1.36
H -2.25 2.39 0.19
N -4.07 0.45 0.05
C -3.37 0.51 -1.14
N -3.88 1.03 -2.24
N -2.86 1.02 -3.11
N -1.82 0.46 -2.58
N -2.10 0.15 -1.29
C -3.65 -0.28 1.14
N -4.43 -0.53 2.17
N -3.63 -1.22 3.02
N -2.45 -1.36 2.53
N -2.42 -0.76 1.31
H -5.07 0.58 -0.03


The structure shown above that is least stable: #w.